{
  "formula": "C6H5N2O5SSr",
  "method": "ωB97M-V/def2-TZVPD",
  "symbols": ["O", "C", "Sr", "C", "O", "C", "O", "C", "O", "C", "O", "H", "N", "C", "N", "S", "H", "H", "H", "H"],
  "xyz": [[-1.515, -4.538, 2.107], [-1.461, -3.801, 1.229], [-1.255, 1.126, 0.397], [-1.903, 0.805, -2.355], [-1.348, 1.571, -3.084], [-1.804, -0.629, -2.120], [-1.573, -1.400, -3.049], [-3.731, 0.945, -0.558], [-4.715, 0.535, -1.011], [0.408, -0.668, -0.591], [1.030, -1.381, -1.259], [-2.038, -0.865, -0.995], [2.388, 0.012, 2.015], [2.102, 1.237, 1.505], [2.867, 1.658, 0.459], [0.767, 2.162, 2.048], [3.311, -0.371, 1.907], [1.907, -0.286, 2.849], [2.767, 2.624, 0.156], [3.797, 1.264, 0.350]],
  "homo_energy_ev": [-10.4, -10.0],
  "molar_mass_g_mol": 304.802,
  "charge": 1,
  "e_tot_ha": -1145.93216,
  "multiplicity": 1
}